Record 1
C17H32BFNO8P | the ωB97M-V functional and the def2-TZVPD basis

Summary:
* largest force on an atom: 0.027 hartree/bohr
* SMILES string: CCCC[C@]1(CB(O)O)O[C@](OC#N)(P(C)O)[C@@H](CCF)[C@H]1COCOCCO
* total energy: -1789.749204 a.u.
* HOMO: -0.337 Ha

Each line ends with the Löwdin charge.
Atoms and positions in Å:
C: 1.88507 -2.45976 -1.32604  -0.095
C: 2.56384 -2.85875 -0.02094  -0.213
C: 2.07544 -2.20287 1.30242  -0.158
C: 0.71254 -1.49465 1.34120  -0.084
C: 0.64834 0.04831 1.25852  -0.297
C: 1.86962 0.75275 1.86392  0.026
B: 3.15844 1.02371 0.97010  -0.653
O: 4.27052 0.23357 1.14653  0.156
O: 3.27324 2.01788 0.03566  0.173
O: -0.45047 0.38370 2.23628  -0.054
C: -1.47270 1.11132 1.67315  -0.535
O: -1.84762 2.18175 2.62563  0.025
C: -2.04638 1.79229 3.83545  -0.368
N: -2.26847 1.43419 4.90476  0.180
P: -2.97314 0.03967 1.23196  0.979
C: -3.10188 -1.07511 2.67976  -0.242
O: -4.19087 1.12846 1.41475  -0.297
C: -0.92881 1.74609 0.38321  -0.213
C: -0.31756 3.12783 0.61241  -0.085
C: -0.05504 3.91006 -0.66972  -0.154
F: 1.32775 4.01506 -0.89096  -0.062
C: -0.00663 0.60110 -0.03218  -0.156
C: 0.81672 0.74683 -1.31696  -0.121
O: 0.26253 0.00618 -2.39673  -0.108
C: -0.75327 0.68832 -3.08616  -0.252
O: -1.46546 -0.18749 -3.89003  -0.080
C: -1.98520 -1.32692 -3.21620  -0.172
C: -1.16989 -2.56278 -3.57579  -0.226
O: -1.43832 -3.64892 -2.69674  -0.059
H: 2.33097 -1.56042 -1.73856  0.070
H: 0.80734 -2.34562 -1.25763  0.042
H: 2.07170 -3.23395 -2.07209  0.084
H: 2.52280 -3.94053 0.09796  0.098
H: 3.62359 -2.62887 -0.13244  0.102
H: 2.00969 -3.01223 2.02892  0.108
H: 2.86575 -1.56466 1.68316  0.080
H: 0.01662 -1.91762 0.61806  0.109
H: 0.27776 -1.71396 2.31421  0.124
H: 1.55096 1.70590 2.27992  0.115
H: 2.18871 0.14366 2.70795  0.125
H: 5.07176 0.72647 0.93450  0.113
H: 2.48945 2.57395 -0.04979  0.063
H: -2.47064 -0.80885 3.52153  0.027
H: -4.14857 -1.13881 2.97255  0.047
H: -2.80979 -2.06093 2.32230  0.032
H: -4.39515 1.28939 2.34627  0.056
H: -1.79137 1.84756 -0.27873  0.130
H: 0.61181 3.07920 1.17392  0.118
H: -1.00909 3.70792 1.21773  0.122
H: -0.45086 4.92176 -0.59736  0.122
H: -0.50859 3.44513 -1.54485  0.111
H: -0.72465 -0.18326 -0.29787  0.110
H: 1.83431 0.39759 -1.20414  0.113
H: 0.88824 1.79381 -1.61857  0.114
H: -1.43870 1.19820 -2.39337  0.129
H: -0.31609 1.43350 -3.75757  0.146
H: -2.00736 -1.19137 -2.13280  0.110
H: -3.01762 -1.47063 -3.53599  0.129
H: -1.40535 -2.88778 -4.58517  0.124
H: -0.11397 -2.29028 -3.53239  0.106
H: -0.94601 -3.48605 -1.88695  0.063

Atomic forces in eV per Å
0.411 -0.408 -0.150
0.021 0.185 0.152
0.010 -0.369 -0.252
0.361 0.123 0.051
-0.888 0.735 0.770
0.299 -0.341 -0.607
0.183 -0.233 -0.201
-0.017 0.342 0.489
-0.194 0.068 0.355
0.075 -0.567 -0.108
0.034 0.028 0.051
0.202 0.117 -0.103
-0.004 -0.101 -0.460
-0.095 0.014 0.487
0.082 -0.065 -0.347
0.146 -0.031 -0.171
-0.070 -0.182 0.300
-0.045 0.277 0.890
-0.211 0.106 -0.372
-0.185 0.134 0.234
-0.062 -0.076 -0.117
-0.170 -0.570 -0.585
-0.111 0.371 -0.187
0.089 -0.136 0.173
-0.250 0.107 -0.312
0.168 -0.014 -0.020
-0.303 -0.241 -0.089
0.303 0.121 0.350
-0.126 0.059 -0.142
-0.229 0.247 0.000
-0.089 0.181 0.055
-0.049 -0.043 -0.040
-0.166 -0.070 -0.029
0.086 -0.042 0.048
0.014 -0.018 0.078
-0.053 0.184 0.012
-0.028 -0.049 -0.100
-0.003 0.045 0.096
-0.099 0.078 0.008
-0.004 0.043 0.145
0.024 -0.235 -0.380
0.130 0.185 -0.137
-0.086 0.073 0.097
-0.054 0.037 0.106
0.025 -0.106 0.066
-0.039 0.210 -0.070
0.155 0.033 -0.332
0.046 0.021 0.082
-0.003 0.020 0.063
0.196 0.091 0.001
0.107 -0.068 -0.078
0.086 -0.161 -0.017
0.076 -0.147 0.090
0.170 0.022 0.013
0.037 -0.097 0.251
0.003 0.047 -0.030
0.138 0.093 0.100
-0.061 0.128 -0.041
-0.018 -0.084 -0.064
0.058 0.002 -0.118
-0.024 -0.068 0.044

***

Record 2
C32H29NOP2Pt | the ωB97M-V functional and the def2-TZVPD basis

Summary:
* charge: +2
* largest force on an atom: 0.013 hartree/bohr
* total energy: -2168.302952 a.u.
* HOMO: -0.509 Ha

Each line ends with the Löwdin charge.
Atoms and positions in Å:
Pt: -0.12867 -0.24285 -0.10673  1.144
C: -2.22422 -1.81371 1.75114  -0.205
P: -2.08184 -0.07178 1.19016  0.970
C: -3.59098 0.49742 0.43195  -0.362
C: -4.30672 -0.34559 -0.42515  -0.097
C: -5.43744 0.12780 -1.06753  -0.052
C: -5.85013 1.44039 -0.86683  -0.036
C: -5.13669 2.27988 -0.02393  -0.040
C: -4.00499 1.81485 0.62867  -0.063
C: -1.64370 0.97656 2.57813  -0.377
C: -2.46431 0.99147 3.70890  -0.072
C: -2.13252 1.78808 4.79083  -0.040
C: -0.98800 2.57584 4.74792  -0.036
C: -0.17444 2.57347 3.62459  -0.052
C: -0.50071 1.77479 2.53932  -0.107
C: -0.89083 -2.48361 1.60595  -0.341
C: -0.40151 -3.70374 1.97341  -0.004
C: 0.92300 -3.82892 1.44972  -0.004
C: 1.21856 -2.68175 0.77081  -0.344
C: 2.43453 -2.19690 0.04184  -0.198
P: 2.09614 -0.59860 -0.82901  0.983
C: 2.33775 -0.73733 -2.59796  -0.378
C: 2.90222 -1.85819 -3.20505  -0.060
C: 3.03322 -1.89945 -4.58597  -0.042
C: 2.61461 -0.82737 -5.36098  -0.038
C: 2.06652 0.29914 -4.75930  -0.048
C: 1.92501 0.34671 -3.38228  -0.124
C: 3.17545 0.64602 -0.12759  -0.367
C: 3.10038 0.86323 1.25186  -0.112
C: 3.93145 1.79732 1.84340  -0.053
C: 4.82967 2.51817 1.06293  -0.038
C: 4.90085 2.30492 -0.30556  -0.041
C: 4.07442 1.36718 -0.90876  -0.060
N: 0.11914 -1.84985 0.89770  -0.195
H: -2.97714 -2.30157 1.12803  0.092
H: -2.58972 -1.84016 2.77928  0.108
H: -4.00413 -1.37602 -0.57549  0.101
H: -6.00587 -0.52736 -1.71350  0.119
H: -6.73724 1.80647 -1.36562  0.122
H: -5.46522 3.29802 0.13309  0.122
H: -3.45758 2.46993 1.29439  0.113
H: -3.36342 0.38683 3.74446  0.121
H: -2.76553 1.79855 5.66736  0.122
H: -0.73376 3.19917 5.59452  0.122
H: 0.70853 3.19717 3.59090  0.116
H: 0.13600 1.79935 1.65906  0.071
H: -0.91548 -4.44135 2.56798  0.123
H: 1.58130 -4.67029 1.59204  0.123
H: 2.77669 -2.94096 -0.67664  0.086
H: 3.26610 -2.00378 0.72301  0.108
H: 3.25169 -2.70013 -2.62454  0.102
H: 3.47263 -2.76962 -5.05392  0.122
H: 2.72608 -0.86318 -6.43627  0.122
H: 1.75650 1.14216 -5.36189  0.121
H: 1.51264 1.23737 -2.92026  0.109
H: 2.41293 0.28881 1.86754  0.101
H: 3.88956 1.95830 2.91215  0.118
H: 5.48263 3.24392 1.52848  0.122
H: 5.60642 2.86261 -0.90584  0.121
H: 4.14076 1.19438 -1.97503  0.109
C: -1.31121 -1.33726 -2.73544  0.026
C: -0.95718 -0.17062 -1.90003  -0.509
O: -0.97482 1.00539 -2.00545  0.127
H: -0.69914 -1.27741 -3.64023  0.114
H: -2.36122 -1.24552 -3.02309  0.116
H: -1.12698 -2.26676 -2.20566  0.099

Atomic forces in eV per Å
-0.226 0.339 -0.505
-0.034 0.025 0.047
0.142 -0.265 0.258
-0.092 -0.014 -0.045
-0.006 0.029 0.009
0.009 -0.008 0.011
-0.001 0.013 0.003
-0.014 0.007 -0.004
-0.005 -0.021 -0.019
-0.119 -0.008 0.071
0.001 -0.045 -0.008
0.007 0.002 -0.011
0.004 0.008 0.008
-0.008 -0.003 0.006
-0.014 0.016 -0.047
-0.054 -0.223 0.069
-0.104 0.103 0.054
0.096 0.117 -0.084
0.118 -0.187 0.060
0.056 0.047 -0.072
0.039 -0.620 0.219
0.060 0.042 -0.068
-0.044 0.024 -0.013
0.002 0.016 -0.020
0.019 -0.028 0.004
-0.022 0.024 0.025
0.014 -0.013 -0.036
0.015 0.032 -0.079
-0.005 0.008 0.011
-0.003 -0.002 0.005
-0.006 -0.004 0.007
-0.006 -0.011 -0.005
-0.002 0.022 0.007
0.053 0.606 -0.095
-0.026 -0.004 0.020
-0.008 0.013 -0.005
0.009 -0.002 -0.004
-0.002 0.000 -0.004
-0.001 0.000 -0.003
-0.002 0.001 0.001
0.004 -0.002 -0.005
-0.003 0.001 0.006
-0.007 -0.004 -0.003
0.001 0.000 0.003
0.001 0.000 -0.008
-0.008 0.006 0.020
-0.021 0.006 -0.002
0.009 -0.005 -0.013
0.016 -0.005 0.016
0.012 -0.011 -0.001
-0.007 0.001 0.018
0.003 0.000 -0.005
-0.002 -0.004 -0.001
0.002 0.003 -0.002
0.011 0.002 0.008
0.006 0.005 0.003
0.002 -0.002 0.003
-0.003 0.006 0.000
0.003 -0.002 -0.001
0.009 0.000 0.005
-0.065 0.054 -0.030
0.088 -0.158 -0.062
0.090 0.070 0.267
0.031 -0.005 0.017
0.000 0.018 0.017
-0.011 -0.008 -0.018

***

Q: Among the records above, which one has the lowest largest force on an atom?
A: C32H29NOP2Pt

***

Q: Which value of largest force on an atom does entry 1 give?
A: 0.027 hartree/bohr